No. 1
{
  "formula": "C34H65N3O14S7",
  "method": "wB97M-V/def2-TZVPD",
  "elements": ["O", "S", "O", "C", "C", "C", "C", "H", "H", "H", "H", "H", "H", "H", "H", "O", "S", "O", "C", "C", "C", "C", "H", "H", "H", "H", "H", "H", "H", "H", "O", "S", "O", "C", "C", "C", "C", "H", "H", "H", "H", "H", "H", "H", "H", "O", "S", "O", "C", "C", "C", "C", "H", "H", "H", "H", "H", "H", "H", "H", "O", "S", "O", "C", "C", "C", "C", "H", "H", "H", "H", "H", "H", "H", "H", "O", "S", "O", "C", "C", "C", "C", "H", "H", "H", "H", "H", "H", "H", "H", "O", "S", "O", "C", "C", "C", "C", "H", "H", "H", "H", "H", "H", "H", "H", "C", "C", "N", "H", "H", "H", "C", "C", "N", "H", "H", "H", "C", "C", "N", "H", "H", "H"],
  "positions_angstrom": [[-7.72, -5.95, 26.30], [-6.57, -5.38, 26.95], [-5.27, -5.23, 26.30], [-7.20, -3.77, 27.66], [-6.91, -3.80, 29.11], [-6.87, -5.29, 29.64], [-6.26, -6.20, 28.54], [-8.28, -3.80, 27.50], [-6.74, -2.97, 27.07], [-5.87, -3.48, 29.23], [-7.62, -3.12, 29.58], [-7.91, -5.61, 29.65], [-6.41, -5.39, 30.62], [-6.36, -7.28, 28.49], [-5.17, -6.17, 28.63], [-10.61, 2.02, 24.35], [-11.85, 1.30, 24.13], [-12.99, 1.91, 23.45], [-11.46, -0.27, 23.09], [-12.04, -1.47, 23.85], [-12.92, -0.98, 25.03], [-12.43, 0.36, 25.65], [-10.38, -0.35, 23.05], [-11.90, -0.13, 22.10], [-12.54, -2.19, 23.19], [-11.25, -1.96, 24.41], [-12.96, -1.70, 25.84], [-13.98, -0.82, 24.80], [-11.58, 0.23, 26.31], [-13.16, 0.97, 26.18], [-10.83, 1.48, 20.34], [-9.63, 1.56, 19.50], [-9.28, 2.80, 18.79], [-8.25, 0.83, 20.42], [-7.97, -0.51, 19.88], [-8.32, -0.37, 18.39], [-9.74, 0.13, 18.32], [-8.46, 0.92, 21.49], [-7.46, 1.56, 20.21], [-6.91, -0.69, 20.06], [-8.53, -1.28, 20.41], [-8.30, -1.32, 17.85], [-7.59, 0.22, 17.84], [-10.36, -0.54, 18.91], [-10.25, 0.28, 17.37], [-13.29, -7.91, 23.79], [-11.97, -7.77, 23.12], [-10.63, -7.91, 23.76], [-11.85, -8.74, 21.48], [-11.75, -7.71, 20.37], [-11.27, -6.33, 20.98], [-11.90, -6.06, 22.35], [-12.69, -9.43, 21.43], [-11.00, -9.42, 21.60], [-11.13, -8.14, 19.59], [-12.74, -7.57, 19.93], [-11.41, -5.56, 20.22], [-10.18, -6.29, 21.06], [-12.92, -5.73, 22.16], [-11.32, -5.37, 22.97], [-2.94, -2.05, 17.38], [-4.02, -1.53, 18.22], [-5.41, -1.31, 17.83], [-4.03, -2.38, 19.91], [-3.33, -1.40, 20.82], [-3.78, -0.06, 20.35], [-3.46, 0.06, 18.90], [-3.56, -3.35, 19.75], [-5.10, -2.53, 20.07], [-3.62, -1.62, 21.85], [-2.24, -1.51, 20.77], [-3.10, 0.69, 20.77], [-4.83, 0.18, 20.51], [-2.37, 0.13, 18.80], [-3.90, 0.89, 18.34], [-6.62, -8.13, 18.07], [-7.59, -7.07, 17.96], [-8.98, -7.26, 18.34], [-6.87, -5.53, 18.76], [-7.58, -4.36, 18.08], [-7.41, -4.65, 16.58], [-7.53, -6.16, 16.30], [-5.82, -5.49, 18.51], [-6.99, -5.61, 19.84], [-8.67, -4.35, 18.09], [-7.12, -3.41, 18.34], [-6.41, -4.26, 16.36], [-8.04, -4.03, 15.96], [-6.60, -6.52, 15.87], [-8.31, -6.52, 15.63], [-6.49, -0.94, 22.60], [-6.82, -1.91, 23.60], [-6.18, -1.88, 24.90], [-8.60, -2.02, 23.80], [-8.99, -3.52, 23.94], [-8.12, -4.25, 22.85], [-6.68, -3.59, 22.92], [-8.89, -1.72, 22.79], [-8.90, -1.39, 24.63], [-8.54, -3.84, 24.88], [-10.06, -3.74, 23.93], [-8.51, -4.01, 21.86], [-8.11, -5.33, 22.96], [-6.23, -3.48, 21.93], [-6.00, -4.17, 23.54], [-7.72, 2.85, 23.93], [-7.85, 1.73, 24.85], [-7.85, 0.85, 25.58], [-8.29, 2.69, 23.01], [-6.67, 2.89, 23.67], [-8.02, 3.75, 24.47], [-4.31, 0.81, 23.72], [-4.48, 1.51, 25.09], [-4.62, 2.07, 26.09], [-5.11, 0.88, 22.99], [-4.22, -0.26, 23.87], [-3.38, 1.10, 23.22], [-4.14, -1.97, 27.50], [-3.34, -1.81, 26.28], [-2.65, -1.68, 25.35], [-3.53, -1.53, 28.29], [-4.35, -3.01, 27.75], [-5.05, -1.42, 27.25]],
  "e_lumo_ev": -0.004
}


No. 2
{
  "formula": "C34H66N3O3",
  "method": "wB97M-V/def2-TZVPD",
  "elements": ["C", "C", "C", "C", "C", "C", "C", "C", "C", "C", "C", "C", "N", "O", "C", "C", "C", "C", "H", "H", "H", "H", "H", "H", "H", "H", "H", "H", "H", "H", "H", "H", "H", "H", "H", "H", "H", "H", "H", "H", "H", "H", "H", "H", "H", "H", "H", "H", "C", "C", "C", "C", "C", "C", "N", "O", "C", "C", "C", "H", "H", "H", "H", "H", "H", "H", "H", "H", "H", "H", "H", "H", "H", "H", "H", "H", "H", "C", "C", "C", "C", "C", "C", "N", "O", "C", "C", "C", "H", "H", "H", "H", "H", "H", "H", "H", "H", "H", "H", "H", "H", "H", "H", "H", "H", "H"],
  "positions_angstrom": [[2.18, 6.58, 6.48], [1.55, 6.50, 5.29], [1.73, 5.38, 4.25], [3.26, 5.33, 3.92], [3.78, 6.63, 3.32], [3.69, 4.11, 3.06], [3.88, 4.33, 1.56], [3.91, 2.97, 0.82], [1.31, 4.06, 4.96], [0.18, 3.21, 4.34], [-0.58, 2.53, 5.51], [0.70, 2.05, 3.48], [-0.81, 4.03, 3.62], [-1.59, 4.67, 4.43], [-0.28, 4.90, 2.55], [-1.43, 5.84, 2.12], [0.10, 4.08, 1.30], [0.91, 5.79, 2.99], [3.03, 5.96, 6.74], [1.82, 7.27, 7.23], [0.84, 7.29, 5.08], [3.78, 5.23, 4.87], [3.41, 6.82, 2.31], [4.87, 6.58, 3.25], [3.55, 7.48, 3.96], [3.04, 3.26, 3.19], [4.67, 3.80, 3.44], [4.82, 4.84, 1.33], [3.07, 4.91, 1.11], [4.68, 2.92, 0.05], [2.93, 2.77, 0.39], [4.08, 2.16, 1.54], [2.17, 3.40, 5.07], [1.00, 4.30, 5.97], [-0.78, 3.21, 6.32], [-1.50, 2.11, 5.11], [0.01, 1.68, 5.84], [1.25, 2.37, 2.61], [1.32, 1.41, 4.11], [-0.14, 1.45, 3.14], [-2.35, 5.27, 2.04], [-1.22, 6.25, 1.13], [-1.56, 6.67, 2.80], [1.14, 3.77, 1.32], [-0.57, 3.22, 1.20], [-0.02, 4.70, 0.41], [1.57, 5.87, 2.13], [0.52, 6.79, 3.15], [-2.01, -1.72, -2.71], [-1.07, -1.31, -1.56], [-0.90, -2.48, -0.59], [-2.12, -2.73, 0.30], [-2.55, -1.44, 1.01], [-2.76, -0.27, 0.04], [-1.58, -0.10, -0.85], [-0.62, 0.50, -0.22], [-4.05, -0.50, -0.77], [-3.00, 1.01, 0.83], [0.28, -1.01, -2.20], [-2.57, -0.86, -3.10], [-1.45, -2.12, -3.55], [-2.73, -2.49, -2.43], [-0.04, -2.29, 0.06], [-0.67, -3.38, -1.16], [-2.95, -3.13, -0.29], [-1.89, -3.49, 1.04], [-3.47, -1.61, 1.57], [-1.78, -1.17, 1.74], [-4.17, 0.28, -1.53], [-4.91, -0.45, -0.11], [-4.09, -1.47, -1.27], [-2.19, 1.22, 1.53], [-3.91, 0.91, 1.41], [-3.11, 1.87, 0.16], [0.21, -0.16, -2.89], [0.60, -1.88, -2.77], [1.05, -0.79, -1.46], [-2.30, -7.37, -5.36], [-1.56, -6.02, -5.48], [-0.55, -6.07, -6.63], [0.69, -6.90, -6.33], [1.34, -6.45, -5.02], [0.36, -6.43, -3.84], [-0.88, -5.67, -4.20], [-0.65, -4.40, -4.13], [0.02, -7.87, -3.42], [1.02, -5.80, -2.62], [-2.62, -4.97, -5.80], [-2.59, -7.57, -4.32], [-3.22, -7.35, -5.94], [-1.72, -8.21, -5.72], [-0.24, -5.05, -6.88], [-1.05, -6.46, -7.52], [0.44, -7.96, -6.28], [1.41, -6.79, -7.14], [2.18, -7.10, -4.77], [1.75, -5.45, -5.15], [-0.76, -7.88, -2.65], [0.90, -8.35, -3.01], [-0.32, -8.50, -4.25], [1.39, -4.80, -2.84], [1.86, -6.41, -2.31], [0.32, -5.73, -1.79], [-3.34, -4.88, -4.98], [-3.16, -5.27, -6.70], [-2.19, -3.99, -5.98]],
  "de_lowest_kj_mol": 0.0,
  "s2": 3.76,
  "e_lumo_ev": [0.674, 0.099],
  "spin_multiplicity": 4
}


No. 3
{
  "formula": "C34H67Al2Cl2F14KN7O7PS",
  "method": "wB97M-V/def2-TZVPD",
  "elements": ["C", "C", "O", "O", "C", "C", "N", "C", "C", "C", "C", "C", "C", "C", "F", "F", "C", "F", "F", "S", "F", "F", "F", "F", "F", "O", "C", "F", "C", "C", "C", "C", "N", "C", "N", "N", "P", "N", "O", "O", "H", "H", "H", "H", "H", "H", "H", "H", "H", "H", "H", "H", "H", "H", "H", "H", "H", "H", "H", "H", "H", "H", "H", "H", "H", "H", "H", "H", "H", "H", "H", "H", "H", "H", "K", "Cl", "C", "C", "Cl", "H", "H", "H", "H", "C", "C", "C", "O", "H", "H", "H", "H", "H", "H", "H", "H", "C", "C", "C", "C", "C", "C", "N", "O", "C", "C", "C", "H", "H", "H", "H", "H", "H", "H", "H", "H", "H", "H", "H", "H", "H", "H", "H", "H", "H", "C", "C", "N", "H", "H", "H", "F", "Al", "F", "F", "F", "Al"],
  "positions_angstrom": [[1.05, -2.36, 0.72], [2.10, -1.39, 1.14], [2.99, -1.66, 1.89], [1.96, -0.09, 0.68], [2.28, 0.07, -0.69], [1.69, 1.40, -1.16], [0.66, 1.19, -2.19], [0.89, 1.79, -3.51], [0.68, 0.64, -4.52], [1.08, 1.01, -5.97], [2.23, 0.15, -6.46], [1.87, -1.34, -6.59], [3.17, -2.16, -6.53], [2.96, -3.60, -6.12], [3.96, -4.42, -6.58], [1.85, -4.01, -6.82], [2.62, -3.88, -4.65], [2.54, -5.22, -4.52], [1.41, -3.42, -4.35], [3.83, -3.24, -3.34], [4.33, -4.69, -3.01], [2.70, -3.43, -2.25], [3.31, -1.77, -3.60], [4.99, -3.10, -4.39], [4.77, -2.66, -2.24], [-0.71, 0.35, -4.39], [-1.06, -0.94, -4.02], [-0.37, -1.32, -2.89], [-2.54, -0.86, -3.65], [-3.54, -1.54, -4.58], [-4.72, -1.93, -3.67], [-5.67, -0.78, -3.37], [-5.11, 0.34, -2.58], [-4.63, 0.05, -1.28], [-3.47, 0.47, -0.97], [-5.41, -0.66, -0.35], [-0.31, 3.19, -3.73], [-0.01, 4.23, -2.61], [-1.85, 2.72, -3.60], [-0.17, 3.84, -5.15], [1.38, -3.36, 0.97], [0.86, -2.32, -0.34], [0.11, -2.14, 1.23], [3.36, 0.06, -0.87], [1.87, -0.78, -1.24], [1.18, 1.81, -0.29], [2.50, 2.04, -1.47], [-0.21, 1.52, -1.77], [1.88, 2.21, -3.63], [1.34, -0.18, -4.23], [0.23, 0.97, -6.64], [1.46, 2.03, -5.91], [3.05, 0.26, -5.74], [2.63, 0.49, -7.41], [1.16, -1.59, -5.80], [1.40, -1.48, -7.56], [3.57, -2.20, -7.54], [3.92, -1.66, -5.94], [-0.90, -1.65, -4.83], [-2.75, 0.20, -3.55], [-2.65, -1.32, -2.68], [-3.92, -0.85, -5.32], [-3.13, -2.44, -5.04], [-4.30, -2.34, -2.75], [-5.30, -2.73, -4.11], [-6.54, -1.19, -2.85], [-6.01, -0.32, -4.30], [-5.84, 1.03, -2.47], [-3.14, 0.93, -1.82], [-5.83, -0.01, 0.32], [-4.80, -1.24, 0.21], [0.76, 3.97, -2.01], [-1.96, 1.94, -3.06], [-0.23, 4.79, -4.99], [3.47, -6.09, -7.93], [-2.42, 5.95, -4.73], [-3.93, 5.14, -4.21], [-5.10, 6.08, -4.20], [-4.96, 7.30, -2.91], [-3.75, 4.70, -3.23], [-4.11, 4.33, -4.92], [-6.01, 5.52, -4.01], [-5.21, 6.60, -5.15], [-4.89, -2.10, 3.67], [-3.92, -0.93, 3.75], [-4.64, 0.40, 3.64], [-2.95, -1.05, 2.69], [-5.42, -2.10, 2.72], [-4.35, -3.05, 3.74], [-5.62, -2.05, 4.48], [-3.36, -0.98, 4.68], [-5.16, 0.48, 2.68], [-3.93, 1.22, 3.69], [-5.36, 0.52, 4.45], [-3.42, -1.01, 1.85], [5.16, 0.68, 4.44], [3.90, 0.37, 5.28], [3.57, -1.12, 5.20], [4.54, -2.06, 5.93], [5.24, -1.41, 7.14], [4.49, -0.22, 7.75], [4.22, 0.79, 6.67], [3.70, 1.82, 7.06], [5.43, 0.40, 8.80], [3.21, -0.69, 8.44], [2.75, 1.11, 4.62], [5.39, 1.75, 4.46], [5.00, 0.39, 3.41], [6.04, 0.15, 4.81], [2.57, -1.28, 5.61], [3.50, -1.42, 4.16], [4.00, -2.95, 6.26], [5.30, -2.42, 5.24], [5.43, -2.15, 7.91], [6.24, -1.08, 6.82], [6.32, 0.81, 8.33], [5.74, -0.36, 9.51], [4.94, 1.20, 9.35], [3.48, -1.40, 9.22], [2.51, -1.17, 7.77], [2.69, 0.14, 8.92], [2.66, 0.76, 3.59], [2.92, 2.18, 4.58], [1.79, 0.93, 5.11], [-1.01, 1.72, 5.20], [-1.54, 0.44, 4.76], [-1.92, -0.58, 4.41], [-0.63, 2.29, 4.36], [-1.78, 2.33, 5.68], [-0.19, 1.59, 5.91], [-6.19, 4.06, 5.55], [-5.31, 2.62, 5.60], [-3.81, 2.84, 4.78], [-6.18, 1.38, 4.84], [-4.99, 2.19, 7.21], [-1.49, 1.22, -0.05]],
  "de_lowest_kj_mol": 433.7,
  "charge": 2,
  "e_lumo_ev": -7.234
}


No. 4
{
  "formula": "C34H67BCl18F4O6PS",
  "method": "wB97M-V/def2-TZVPD",
  "elements": ["C", "C", "C", "C", "C", "C", "C", "C", "C", "C", "C", "C", "C", "B", "C", "C", "O", "F", "P", "O", "O", "O", "S", "O", "O", "C", "F", "F", "F", "H", "H", "H", "H", "H", "H", "H", "H", "H", "H", "H", "H", "H", "H", "H", "H", "H", "H", "H", "H", "H", "H", "H", "H", "H", "H", "H", "H", "H", "H", "H", "Cl", "C", "C", "Cl", "H", "H", "H", "H", "Cl", "C", "C", "Cl", "H", "H", "H", "H", "Cl", "C", "C", "Cl", "H", "H", "H", "H", "Cl", "C", "C", "Cl", "H", "H", "H", "H", "Cl", "C", "C", "Cl", "H", "H", "H", "H", "Cl", "C", "C", "Cl", "H", "H", "H", "H", "Cl", "C", "C", "Cl", "H", "H", "H", "H", "Cl", "C", "C", "Cl", "H", "H", "H", "H", "Cl", "C", "C", "Cl", "H", "H", "H", "H"],
  "positions_angstrom": [[1.31, -0.82, 2.43], [2.78, -1.22, 1.91], [3.83, -0.01, 1.88], [3.27, 1.34, 1.21], [3.61, 1.27, -0.36], [3.09, 2.53, -1.22], [1.68, 3.14, -0.74], [1.90, 4.29, 0.41], [0.84, 4.11, 1.61], [-0.60, 4.81, 1.28], [-1.77, 3.69, 1.50], [-3.18, 4.33, 1.03], [-4.47, 3.64, 1.68], [-5.22, 2.56, 0.67], [-4.23, 1.26, 0.57], [-4.62, 0.16, -0.52], [-4.69, 0.32, -1.75], [-4.89, -1.19, -0.05], [-5.67, 3.36, -1.02], [-4.50, 3.33, -2.05], [-6.08, 5.04, -0.87], [-6.95, 2.47, -1.80], [-6.89, 2.18, 1.55], [-6.76, 2.63, 3.01], [-8.05, 2.98, 0.98], [-7.29, 0.36, 1.64], [-7.62, -0.25, 0.41], [-8.48, 0.24, 2.45], [-6.29, -0.35, 2.38], [1.31, -0.12, 3.34], [0.64, -1.71, 2.66], [0.79, -0.24, 1.58], [2.67, -1.77, 0.91], [3.20, -2.00, 2.66], [4.71, -0.35, 1.21], [4.26, 0.18, 2.93], [3.88, 2.21, 1.67], [2.18, 1.57, 1.46], [3.26, 0.31, -0.87], [4.76, 1.27, -0.43], [3.85, 3.39, -1.30], [2.94, 2.14, -2.30], [1.07, 3.62, -1.59], [1.09, 2.31, -0.24], [2.95, 4.10, 0.86], [1.93, 5.34, -0.03], [0.59, 2.99, 1.79], [1.27, 4.47, 2.62], [-0.80, 5.72, 1.95], [-0.56, 5.08, 0.17], [-1.45, 2.81, 0.83], [-1.75, 3.36, 2.60], [-3.18, 4.41, -0.10], [-3.16, 5.42, 1.43], [-4.18, 3.05, 2.64], [-5.22, 4.49, 1.92], [-4.08, 0.75, 1.60], [-3.19, 1.66, 0.26], [-7.06, 5.13, -0.85], [-7.00, 2.88, -2.70], [1.05, 7.68, 1.49], [2.29, 8.92, 1.80], [3.51, 8.75, 0.92], [4.44, 7.29, 1.34], [2.55, 8.88, 2.86], [1.82, 9.89, 1.61], [4.18, 9.60, 1.05], [3.24, 8.69, -0.13], [7.27, 1.17, -1.07], [7.37, 0.57, -2.74], [6.01, 0.25, -3.32], [5.26, -1.16, -2.54], [8.03, -0.30, -2.75], [7.85, 1.36, -3.33], [6.10, 0.01, -4.38], [5.32, 1.10, -3.22], [9.20, -2.99, -0.14], [8.53, -4.28, -1.18], [7.24, -3.86, -1.85], [5.90, -3.68, -0.69], [8.39, -5.17, -0.57], [9.29, -4.50, -1.94], [6.93, -4.62, -2.57], [7.35, -2.91, -2.38], [-3.17, -5.19, 0.09], [-4.66, -4.56, -0.66], [-5.19, -5.47, -1.74], [-4.12, -5.51, -3.17], [-4.44, -3.56, -1.05], [-5.40, -4.46, 0.14], [-6.16, -5.12, -2.09], [-5.31, -6.50, -1.38], [13.66, -5.54, -0.74], [12.11, -6.00, 0.02], [11.33, -6.99, -0.83], [10.72, -6.25, -2.34], [11.54, -5.09, 0.20], [12.35, -6.45, 0.98], [10.45, -7.34, -0.28], [11.93, -7.86, -1.09], [18.85, -4.40, -1.18], [17.43, -4.68, -2.22], [17.37, -3.71, -3.38], [17.02, -2.05, -2.85], [16.54, -4.62, -1.59], [17.51, -5.70, -2.59], [16.56, -4.00, -4.06], [18.30, -3.70, -3.95], [-4.28, -3.73, 5.53], [-5.57, -2.50, 5.39], [-5.49, -1.46, 6.48], [-5.89, -2.14, 8.08], [-6.53, -3.02, 5.39], [-5.44, -2.02, 4.41], [-6.21, -0.66, 6.29], [-4.49, -1.02, 6.54], [-11.02, -2.62, 0.37], [-10.59, -0.99, -0.17], [-11.57, -0.44, -1.19], [-11.49, -1.31, -2.74], [-9.58, -1.02, -0.57], [-10.58, -0.35, 0.71], [-11.34, 0.61, -1.40], [-12.60, -0.50, -0.83], [-15.91, -0.96, -4.45], [-14.80, -2.28, -4.00], [-15.43, -3.26, -3.04], [-15.73, -2.55, -1.44], [-13.90, -1.83, -3.57], [-14.52, -2.79, -4.92], [-14.77, -4.12, -2.89], [-16.38, -3.64, -3.42]],
  "charge": -1,
  "e_lumo_ev": 1.281
}


| no. | total energy (Ha) |
| --- | --- |
| 1 | -5339.24079 |
| 2 | -1724.84561 |
| 3 | -6388.01236 |
| 4 | -11234.52920 |